C4H6N2O | ωB97M-V/def2-TZVPD

Structure (XYZ):
```
13
Properties=species:S:1:pos:R:3:forces:R:3
C -1.296724 0.146250 0.002990 0.59 -0.18 -0.43
C -0.413221 -1.036807 0.301370 -0.19 -0.77 0.47
C 0.989811 -0.916103 -0.293026 -0.28 -0.84 0.23
C 0.808858 1.358452 0.044316 1.01 -0.08 0.38
H -0.889221 -1.939040 -0.078521 -0.21 0.07 0.00
H -0.415723 -1.144589 1.406607 0.27 0.14 -0.46
H 1.662678 -1.690190 0.115402 -0.46 0.14 -0.21
H 0.918557 -1.110245 -1.388945 0.22 0.40 0.53
H 1.200593 2.379960 0.183373 0.03 -0.59 -0.01
H -1.102821 2.182200 -0.067968 -0.06 0.30 -0.09
N 1.591816 0.348996 -0.000811 -0.18 1.79 -0.47
N -0.570606 1.334240 -0.037533 -0.61 -0.67 -0.12
O -2.484003 0.086874 -0.187257 -0.14 0.30 0.19
```
Positions in Å, forces in eV/Å.

Summary:
Energy above the lowest of the compared OMol25 structures with the same formula, charge and spin, kJ/mol: 33.94
Maximum force, eV/A: 1.86
Gap between HOMO and LUMO, eV: 10.50
HOMO energy, eV: -9.711
Structure (SMILES): O=C1CCN=CN1